# 1
Entry from the Open Molecules 2025 dataset: the molecule C11H7NO at a distorted geometry (the ωB97M-V functional and the def2-TZVPD basis).

## Properties
orbital gap = 8.313 eV
HOMO = -0.2955 hartree
energy relative to the best compared isomer or geometry (same formula, charge and spin) = 0.381 eV
multiplicity = 1
LUMO = 0.273 eV
SMILES = O=C=Nc1cccc2ccccc12

Atoms and positions in Å:
1 O 4.74954 -0.86582 -0.10551
2 C 3.60956 -0.97642 -0.00317
3 N 2.36381 -1.10624 0.15052
4 C 1.48598 -0.04669 0.02141
5 C 1.73765 1.31739 0.00565
6 C 0.75390 2.34131 0.00965
7 C -0.56160 2.04271 -0.04544
8 C -0.97843 0.66727 -0.10098
9 C -2.35069 0.21008 0.05459
10 C -2.73821 -1.14261 -0.04192
11 C -1.71330 -2.10139 -0.01986
12 C -0.35729 -1.67591 -0.07606
13 C 0.03717 -0.34740 -0.00591
14 H 2.79266 1.65453 0.05362
15 H 1.08720 3.39689 -0.00851
16 H -1.35167 2.78224 -0.01714
17 H -3.09644 1.04217 0.08503
18 H -3.77864 -1.57577 -0.02323
19 H -2.09668 -3.16982 0.06253
20 H 0.40545 -2.44652 0.00475

Mulliken atomic charge list, values in e, 6 entries: -0.389 0.718 -0.516 0.119 -0.304 -0.843

---

# 2
Entry from the Open Molecules 2025 dataset: the molecule C11H7NO3 at a distorted geometry (the ωB97M-V functional and the def2-TZVPD basis).

## Properties
orbital gap = 8.612 eV
HOMO = -0.3225 hartree
energy relative to the best compared isomer or geometry (same formula, charge and spin) = 0.000 eV
multiplicity = 1
LUMO = -0.164 eV
SMILES = O=C1Cn2c(cc(=O)c3ccccc32)O1

Atoms and positions in Å:
1 O -3.03296 -2.64877 1.85837
2 C -2.08422 -1.78618 1.77119
3 C -1.05022 -2.02202 0.68330
4 N -0.68019 -0.58308 0.50827
5 C -1.32568 0.21584 1.43148
6 C -1.38028 1.59482 1.26168
7 C -0.78827 2.14527 0.07709
8 O -1.02222 3.31063 -0.26420
9 C 0.25022 1.24810 -0.57317
10 C 1.43326 1.71587 -1.20833
11 C 2.40552 0.91803 -1.73324
12 C 2.26829 -0.47500 -1.66604
13 C 1.31782 -1.00164 -0.80247
14 C 0.33462 -0.15386 -0.24319
15 O -2.15701 -0.52154 2.24934
16 H -0.29099 -2.57290 1.13754
17 H -1.44706 -2.42635 -0.13557
18 H -1.81983 2.22152 2.02292
19 H 1.48260 2.78633 -1.28317
20 H 3.36228 1.29649 -2.23139
21 H 2.97424 -1.16675 -2.16662
22 H 1.25008 -2.09480 -0.69378

Mulliken atomic charge list, values in e, 6 entries: -0.572 0.471 -0.591 0.051 0.401 -0.829

---

# 3
Entry from the Open Molecules 2025 dataset: a structure of composition C11H8AuFN4O5S2 (the ωB97M-V functional and the def2-TZVPD basis).

## Properties
orbital gap = 6.443 eV
HOMO = -0.3392 hartree
energy relative to the best compared isomer or geometry (same formula, charge and spin) = 0.016 eV
multiplicity = 1
LUMO = -2.786 eV

Atoms and positions in Å:
1 Au 0.53607 1.33058 0.44839
2 S 1.30489 3.05201 1.67073
3 C 0.55123 4.45431 0.95976
4 C 0.76974 5.67924 1.64920
5 N 0.94184 6.66654 2.21120
6 C -0.15929 4.35241 -0.17377
7 S -0.33231 2.82088 -0.99663
8 C -0.78607 5.46115 -0.80904
9 N -1.28480 6.34377 -1.34960
10 C 3.53179 2.01095 -1.46415
11 O 2.97168 0.84133 -0.87026
12 H 4.53901 1.82345 -1.83914
13 H 3.55390 2.84496 -0.75782
14 H 2.88970 2.27849 -2.30026
15 H 3.58477 0.50403 -0.20955
16 F -1.69219 -4.40435 -2.73410
17 C -1.85772 -4.00195 -1.47461
18 C -0.83305 -3.55256 -0.74940
19 N -0.99317 -3.15580 0.56345
20 C 0.10291 -2.54771 1.27839
21 C 0.28313 -1.09547 0.91947
22 O 1.07458 -0.37425 1.59939
23 O -0.32507 -0.58400 -0.06615
24 C -2.24035 -3.11621 1.16788
25 O -2.41161 -2.67825 2.28279
26 N -3.26216 -3.62205 0.39436
27 C -3.21180 -4.07318 -0.92452
28 O -4.19118 -4.46600 -1.50465
29 H 0.16595 -3.49028 -1.15692
30 H 1.03411 -3.07289 1.05870
31 H -0.07926 -2.61696 2.34870
32 H -4.17526 -3.61218 0.82818

Mulliken atomic charge list, values in e, 6 entries: 0.549 -0.295 0.593 -0.167 -0.375 0.577

---

# 4
Entry from the Open Molecules 2025 dataset: a structure of composition C11H8Cl3IO4Ru at a distorted geometry (the ωB97M-V functional and the def2-TZVPD basis).

## Properties
orbital gap (alpha / beta) = 7.847 / 5.852 eV
HOMO (alpha / beta) = -0.4362 / -0.4531 hartree
multiplicity = 6
total charge = +1
LUMO (alpha / beta) = -4.023 / -6.477 eV

Atoms and positions in Å:
1 Ru 0.84950 -13.81051 -5.65035
2 O 2.55063 -16.83173 -3.99169
3 Cl 1.95213 -16.38259 -5.16424
4 O 1.79628 -17.34682 -6.16800
5 O 2.56648 -15.14575 -5.74298
6 O 0.60914 -15.77009 -4.76662
7 Cl -1.04775 -15.06378 -6.95977
8 C -1.60818 -14.13233 -8.42021
9 Cl -0.41488 -13.06400 -9.14002
10 H -2.55654 -13.63528 -8.16832
11 H -1.87414 -14.97883 -9.11501
12 I 2.90314 -12.13189 -6.82262
13 C 1.67387 -10.49167 -6.36408
14 C 2.13904 -9.21770 -6.72586
15 C 1.36199 -8.11285 -6.49252
16 C 0.12832 -8.26137 -5.78858
17 C -0.30829 -9.52954 -5.42896
18 C -1.62998 -9.68095 -4.91385
19 C -2.05898 -10.92156 -4.54465
20 C -1.32206 -12.02491 -4.72767
21 C -0.00556 -11.97012 -5.34654
22 C 0.43546 -10.68149 -5.76184
23 H 3.15680 -9.03170 -7.14212
24 H 1.62734 -7.09036 -6.70439
25 H -0.46928 -7.41296 -5.57554
26 H -2.31743 -8.83199 -4.72459
27 H -3.02895 -11.02540 -4.10761
28 H -1.65354 -12.94781 -4.25406

Mulliken atomic charge list, values in e, 6 entries: 0.096 -0.503 1.914 -0.491 -0.691 -0.763